1.
{
  "formula": "C2H7N2O",
  "method": "wB97M-V/def2-TZVPD",
  "multiplicity": 3,
  "homo_ev": [-10.6, -15.8],
  "total_charge": 1,
  "e_above_lowest_kcal_mol": 86.1,
  "symbols": ["C", "C", "N", "N", "O", "H", "H", "H", "H", "H", "H", "H"],
  "positions_angstrom": [[-0.007, -0.118, -0.030], [-1.562, -0.228, 1.266], [-0.370, 0.612, -1.033], [1.360, -0.555, -0.095], [2.121, -0.047, -1.112], [1.619, -1.331, 0.418], [-2.359, -0.878, 0.957], [-1.542, 0.843, 1.275], [-1.026, -0.702, 2.095], [-1.223, 1.040, -1.152], [0.226, 0.782, -1.855], [2.762, 0.584, -0.735]],
  "forces_ev_per_a": [[6.183, -2.406, -3.281], [-2.011, -0.397, 3.606], [1.788, -0.369, -0.583], [-4.791, 3.552, -1.181], [0.690, 0.324, 0.725], [1.189, -2.015, 0.995], [-0.465, 0.412, -0.608], [-0.572, 0.448, -0.149], [0.209, 0.241, -0.387], [-2.600, 1.044, 0.490], [0.122, -0.648, 0.469], [0.258, -0.186, -0.097]],
  "mulliken_charge": [0.361, -1.154, -0.216, 0.080, -0.391, 0.263, 0.386, 0.461, 0.338, 0.203, 0.283, 0.387]
}

2.
{
  "formula": "C12H10BrF5Mg",
  "method": "wB97M-V/def2-TZVPD",
  "homo_ev": 0.4,
  "total_charge": -2,
  "symbols": ["C", "C", "C", "H", "C", "C", "H", "H", "H", "H", "Mg", "Br", "C", "C", "C", "H", "C", "C", "H", "H", "H", "H", "F", "C", "F", "C", "F", "F", "F"],
  "positions_angstrom": [[1.567, 2.092, -0.001], [1.210, 2.109, 1.371], [1.655, 0.870, 1.964], [0.785, 2.966, 1.901], [2.150, 0.047, 0.877], [2.175, 0.847, -0.297], [2.698, 0.606, -1.220], [1.531, 2.954, -0.669], [1.702, 0.634, 3.031], [2.674, -0.890, 0.985], [-0.030, -0.303, 1.486], [-2.017, 0.984, 2.052], [-2.296, -0.135, -1.744], [-1.090, -0.214, -2.514], [-0.603, 1.110, -2.681], [-0.635, -1.129, -2.912], [-1.477, 2.003, -1.999], [-2.513, 1.229, -1.403], [-3.337, 1.592, -0.782], [-2.905, -0.976, -1.394], [0.325, 1.363, -3.197], [-1.367, 3.071, -1.894], [1.037, -2.581, -0.157], [-0.108, -2.332, 0.568], [-1.149, -2.779, -0.202], [-0.029, -3.117, 1.877], [0.264, -4.423, 1.706], [0.978, -2.569, 2.666], [-1.197, -3.029, 2.583]],
  "forces_ev_per_a": [[0.528, -0.071, 0.814], [1.068, -0.211, -0.107], [0.270, 0.724, -0.579], [-0.011, -0.523, -0.202], [1.312, 1.295, -0.008], [-0.240, 0.101, 0.847], [-0.565, -0.201, 0.096], [-0.394, -0.462, 0.125], [-0.084, 0.044, -0.311], [-0.099, -0.157, 0.056], [-1.379, 0.196, -1.572], [-0.344, -0.142, 0.656], [0.439, 0.348, 0.041], [-0.544, 0.367, 0.136], [-0.292, -0.226, 0.101], [-0.153, 0.376, 0.217], [-0.279, -0.885, 0.002], [0.193, -0.329, -0.674], [0.379, -0.044, -0.201], [0.281, 0.273, -0.154], [-0.218, 0.059, 0.147], [0.128, 0.174, -0.004], [0.226, -0.657, 0.086], [-0.334, 1.749, 1.209], [0.021, -0.576, 0.365], [-0.166, -0.075, -1.093], [0.053, -0.358, 0.759], [-0.894, -0.594, -0.377], [1.097, -0.190, -0.374]],
  "mulliken_charge": [-0.448, -0.644, -0.700, 0.331, -0.397, -0.475, 0.354, 0.399, 0.555, 0.435, 0.746, -0.697, -0.627, -0.549, -0.597, 0.365, -0.528, -0.515, 0.428, 0.360, 0.417, 0.406, -0.318, -0.153, -0.269, 0.910, -0.303, -0.237, -0.247]
}

3.
{
  "formula": "C3H2Br2",
  "method": "wB97M-V/def2-TZVPD",
  "homo_ev": -9.1,
  "e_above_lowest_kcal_mol": 62.2,
  "symbols": ["C", "C", "C", "Br", "Br", "H", "H"],
  "positions_angstrom": [[1.130, 0.072, -0.628], [1.918, 0.650, 0.046], [-2.278, -0.390, 0.877], [-1.714, -1.884, 0.069], [-1.961, 1.107, -0.082], [0.417, -0.475, -1.112], [2.488, 0.920, 0.830]],
  "forces_ev_per_a": [[0.766, 0.507, 0.398], [-1.097, -0.832, -0.958], [-0.880, 0.478, 1.718], [0.520, -1.599, -0.892], [0.100, 1.117, -0.753], [-1.210, -0.867, -1.278], [1.803, 1.195, 1.766]],
  "mulliken_charge": [-0.691, -0.235, -0.035, 0.019, 0.022, 0.513, 0.407]
}

4.
{
  "formula": "C3H3I",
  "method": "wB97M-V/def2-TZVPD",
  "homo_ev": [-8.7, -8.7],
  "e_above_lowest_kcal_mol": 96.0,
  "symbols": ["C", "C", "C", "I", "H", "H", "H"],
  "positions_angstrom": [[-0.765, -2.212, 0.337], [-0.082, -1.605, -0.468], [0.647, 2.021, -0.031], [1.241, 0.064, 0.032], [-1.428, -2.816, 0.898], [0.744, 2.338, -1.082], [-0.359, 2.208, 0.314]],
  "forces_ev_per_a": [[-0.070, -0.179, -0.850], [0.355, 0.601, 0.930], [0.459, -0.604, -1.281], [-0.379, 0.497, 0.009], [-0.202, -0.239, 0.208], [-0.015, 0.008, 0.421], [-0.149, -0.085, 0.563]],
  "mulliken_charge": [-0.096, -0.535, -0.749, 0.492, 0.388, 0.229, 0.272]
}